DFT (wB97M-V/def2-TZVPD) results for 26 unconnected molecules or ions with the total composition C71H204N32O36.

Calculated values
HOMO-LUMO gap in Eh: 0.277
Molecular weight in u: 2082.6
Highest occupied orbital energy in eV: -7.80
Spin multiplicity: 1

Geometry as XYZ:
```
343
Properties=species:S:1:pos:R:3:forces:R:3:mulliken_charge:R:1
C 6.881238 -1.102355 -7.359324 4.9 -1.4 -2.8 0.37
O 7.963065 -1.576681 -7.781754 -1.4 0.2 0.8 -0.77
N 6.665064 -0.681364 -6.177204 -0.1 0.7 4.7 -0.03
N 5.905909 -0.783810 -8.178823 -2.4 0.5 -3.1 -0.30
H 7.406746 -0.843603 -5.511102 -0.6 0.0 0.4 0.24
H 5.697125 -0.507346 -5.947194 0.4 -0.1 0.7 0.01
H 5.357798 0.000818 -7.856294 -0.2 0.0 -0.4 0.14
H 6.329479 -0.654637 -9.086574 -0.6 0.0 -0.3 0.28
C -2.044038 2.983100 -3.864231 2.6 1.9 1.1 0.56
O -1.037108 3.648434 -3.993905 1.6 1.4 -1.8 -0.63
N -2.099725 2.158538 -2.895625 -1.3 -4.3 3.7 0.53
N -3.159333 3.198006 -4.499814 -2.7 1.9 -3.3 -0.31
H -1.342248 2.035477 -2.238974 -0.2 0.1 -0.4 -0.43
H -3.046041 1.888225 -2.668673 0.4 -0.7 0.6 0.02
H -4.082550 2.809975 -4.368692 0.6 -0.2 0.4 0.16
H -3.076683 4.095132 -4.956354 -0.5 -0.2 -0.4 0.25
C 1.347434 2.718777 5.194184 -2.3 -0.7 0.5 0.67
O 2.289156 2.065644 4.832892 2.3 -0.9 -0.3 -0.80
N 0.381140 2.301429 6.064063 0.4 -1.3 0.8 -0.01
N 0.962581 3.868580 4.697152 -0.1 2.9 -1.3 -0.08
H 0.299787 1.294865 6.081589 -0.1 -0.2 0.1 0.08
H -0.449964 2.869908 6.142801 -0.1 -0.3 0.2 0.03
H -0.003711 4.099188 4.879366 0.2 0.8 -0.2 -0.06
H 1.566290 4.495169 4.184298 -0.3 -0.2 0.0 0.13
C 1.597172 -1.359834 5.134212 -1.7 4.1 3.5 0.10
O 0.810578 -0.819632 5.953916 -0.3 0.6 -0.6 -0.74
N 2.556178 -0.756116 4.516755 2.2 1.4 -1.7 0.26
N 1.553599 -2.614113 4.959624 -0.9 -6.0 -0.7 0.76
H 3.039686 -1.344557 3.853383 0.3 0.5 -0.3 -0.33
H 2.683161 0.241554 4.609699 0.0 0.2 0.0 0.53
H 0.805659 -3.035692 5.491552 0.3 -0.6 0.4 -0.75
H 2.421783 -3.119632 4.855680 -0.4 -0.2 -0.2 0.15
C -5.732997 0.499776 3.605203 0.1 -1.6 0.0 0.48
O -4.817723 0.244349 4.346501 2.0 0.1 0.8 -0.54
N -6.702969 1.307017 3.951994 -2.2 2.2 1.1 -0.45
N -5.920399 -0.136553 2.440203 -0.1 -0.5 -1.2 -0.28
H -6.591758 1.773184 4.841055 -0.3 -0.2 -0.1 0.26
H -7.587772 1.359342 3.467746 0.3 0.2 0.2 0.14
H -6.776353 0.059825 1.941320 0.7 -0.2 -0.5 0.16
H -5.072665 -0.481968 2.013449 -0.5 -0.1 -0.3 0.06
C 3.318271 -4.165005 2.886677 0.9 0.9 0.9 0.31
O 3.448148 -3.018437 2.522530 1.1 2.2 -0.2 -0.58
N 3.908163 -4.747590 3.940134 0.9 -0.5 1.9 -0.46
N 2.543997 -4.980735 2.268051 -2.3 -2.1 -2.0 0.12
H 3.526548 -5.655973 4.162200 0.6 0.2 0.5 0.08
H 4.562557 -4.288411 4.557405 -0.3 -0.1 -0.2 0.24
H 2.370046 -4.706946 1.311560 -0.8 -0.8 -0.3 -0.05
H 2.369029 -5.898860 2.650853 -0.2 0.1 -0.8 0.15
C 4.013374 -2.009080 -4.091531 0.6 -0.7 1.9 -0.23
O 3.657608 -3.096081 -3.688812 0.0 -1.3 0.8 -0.74
N 3.543528 -1.486207 -5.177791 -1.8 0.6 -3.4 0.75
N 4.849309 -1.199646 -3.479583 2.1 0.9 2.0 0.55
H 2.754981 -2.043560 -5.473868 -0.2 0.6 -0.9 -0.29
H 3.570055 -0.477823 -5.228416 -0.5 0.0 -0.4 0.07
H 5.103021 -0.324622 -3.915534 0.0 -0.1 0.5 -0.28
H 5.192115 -1.428499 -2.557515 0.1 0.0 -0.3 -0.13
C 4.954227 2.024116 -5.655915 0.6 -0.5 -0.1 0.57
O 4.400135 1.212139 -4.897713 -0.8 -0.3 -0.8 -0.66
N 4.532286 2.410818 -6.825283 -3.6 -0.4 -1.9 -0.42
N 6.140835 2.451436 -5.439108 3.3 0.7 2.2 -0.33
H 3.583936 2.065008 -6.859140 -0.8 0.8 -1.4 -0.09
H 4.911732 3.203267 -7.323432 -0.4 -0.3 0.1 0.25
H 6.569069 1.848451 -4.751270 1.5 0.8 0.7 0.15
H 6.564914 3.200221 -5.967853 0.3 -0.6 0.4 0.19
C -2.602456 3.554625 4.918128 -0.2 0.0 1.7 0.61
O -2.137492 4.408609 5.625059 1.9 2.8 1.6 -0.75
N -3.045999 2.445249 5.415149 -1.7 -4.0 2.0 0.22
N -2.729145 3.619493 3.639805 -0.2 0.2 -3.7 1.29
H -3.551284 1.762623 4.868504 0.1 0.0 0.0 -0.36
H -2.975827 2.215816 6.396241 0.4 0.3 0.0 0.17
H -2.465373 4.471358 3.165631 -0.3 -0.6 -0.5 -0.06
H -2.798468 2.706090 3.214361 0.0 0.5 -0.7 -0.58
C 6.344664 1.618226 -2.092834 0.3 0.8 2.3 0.87
O 7.246935 1.364866 -2.870759 0.7 -0.7 -1.8 -0.80
N 6.538357 1.777567 -0.790850 1.5 -0.1 2.0 -0.40
N 5.088948 1.841173 -2.370289 -2.1 0.2 -2.6 0.29
H 7.387906 1.373157 -0.423663 -0.2 0.3 0.3 0.43
H 5.741331 1.774218 -0.170487 0.2 0.0 0.2 0.03
H 4.382711 2.132705 -1.709732 0.2 0.0 0.0 0.07
H 4.925603 1.731528 -3.360944 -1.2 0.2 0.3 -0.36
C 2.010561 -2.153109 -8.590767 -0.9 0.4 1.4 0.49
O 1.552607 -2.352195 -7.490066 -1.0 -0.3 2.3 -0.44
N 1.421764 -1.468522 -9.528177 -2.3 1.7 -1.8 -0.34
N 3.158772 -2.549925 -8.999475 4.5 -2.0 -1.4 -0.40
H 1.899474 -1.380278 -10.413667 -0.9 0.4 0.1 0.14
H 0.446321 -1.270567 -9.356605 -0.3 0.2 -0.7 0.06
H 3.909760 -2.820783 -8.380788 -0.1 0.0 -0.3 0.24
H 3.282478 -2.376781 -9.986811 1.2 -0.5 0.5 0.13
C -2.241475 -1.812549 -3.785918 0.0 -0.9 -0.2 -0.12
O -1.574104 -2.489652 -4.858916 -0.4 -0.1 0.4 -0.57
C -0.356802 -3.176608 -4.522539 0.5 0.7 -0.3 2.86
C -0.086466 -4.312603 -5.460603 -0.4 -0.8 -1.1 -1.18
N 1.310447 -4.772948 -5.505700 -1.5 0.2 0.6 0.30
C 1.348053 -6.106545 -6.113068 1.5 0.5 0.7 -1.00
C 1.047014 -6.079978 -7.577085 0.7 0.6 -1.0 0.02
O -0.282257 -6.405216 -7.747383 -1.5 -0.5 0.3 -0.34
C -0.858783 -6.261501 -9.026257 0.2 -1.0 0.6 -0.72
H -1.590363 -1.235847 -3.128977 0.3 -0.2 0.1 -0.04
H -2.797610 -2.579962 -3.247514 0.1 0.1 0.6 -0.13
H -2.999076 -1.110946 -4.135062 0.2 0.0 -0.6 0.28
H -0.230864 -3.573544 -3.515217 -0.5 0.5 0.5 -0.85
H 0.405150 -2.428217 -4.740335 0.6 0.0 0.5 -1.01
H -0.476631 -3.985604 -6.424427 0.1 0.0 -0.4 -0.01
H -0.594189 -5.257452 -5.266708 -0.8 0.4 0.5 0.53
H 1.812347 -4.109499 -6.078442 0.4 0.0 -0.1 -0.05
H 0.718059 -6.840587 -5.610691 -0.6 0.4 0.0 0.46
H 2.318471 -6.518573 -5.836212 0.5 0.1 -0.7 0.50
H 1.755358 -6.684210 -8.143879 -0.2 -0.8 -0.2 0.48
H 1.179458 -5.103640 -8.043287 0.4 0.7 0.5 -0.07
H -0.150249 -6.689065 -9.735665 -0.2 0.1 -0.5 0.36
H -1.184239 -5.260462 -9.309296 0.4 0.4 0.2 0.17
H -1.752054 -6.881073 -8.946917 0.0 0.0 -0.5 0.27
C -0.055581 4.086363 11.386315 -0.7 -0.1 -0.5 -0.72
O -0.836286 2.939306 11.017128 -0.2 0.5 1.0 -0.37
C -0.754411 2.608204 9.652571 1.2 0.5 -0.5 -0.56
C -1.503437 1.353962 9.388150 -0.5 -1.1 -0.4 -0.67
N -1.608790 0.911708 7.972944 0.0 1.7 0.3 0.31
C -2.263694 -0.372081 7.964496 -0.1 0.2 1.8 -1.44
C -2.515328 -0.948564 6.639952 -0.6 -0.8 -2.2 2.15
O -3.496701 -1.984445 6.670874 -0.3 -0.8 1.5 -0.62
C -3.664888 -2.745821 5.502377 -0.1 1.1 -0.7 0.23
H -0.522771 4.989497 10.993651 0.1 0.1 -0.5 0.30
H 0.970450 3.990560 11.031099 0.1 0.0 -0.1 0.29
H -0.056624 4.282124 12.458599 -0.1 -0.8 0.1 0.27
H 0.298593 2.404504 9.458158 0.3 0.2 -0.5 0.35
H -1.093811 3.397950 8.982348 -0.1 0.4 0.1 0.40
H -2.512554 1.477734 9.781170 -0.1 -0.3 0.1 0.34
H -0.966769 0.549659 9.891325 -0.3 -0.2 0.8 0.27
H -0.661511 0.847648 7.628467 0.1 -0.3 -0.2 -0.03
H -3.191926 -0.215171 8.513922 -0.3 -0.3 -0.1 0.42
H -1.646993 -1.026742 8.580284 -0.1 -0.7 0.1 0.30
H -1.586826 -1.379706 6.265651 0.3 0.2 -0.4 -0.02
H -2.926634 -0.219626 5.941692 0.5 0.4 -0.1 -0.84
H -4.288038 -2.194265 4.798419 0.0 0.3 -0.3 -0.30
H -4.215945 -3.675403 5.644878 0.4 -0.1 0.7 0.37
H -2.715315 -2.907393 4.992166 0.2 -0.3 0.0 -0.20
C -0.859375 -5.252007 4.335279 0.2 0.6 -1.5 0.26
O 0.112510 -6.112016 4.852099 -0.3 -0.1 2.0 -0.40
C -0.176130 -6.444357 6.264540 1.5 -0.6 -0.6 -0.56
C 0.579151 -5.585856 7.300811 0.1 -0.3 -0.6 -0.90
N 0.178001 -4.190489 7.432242 0.5 -0.7 -0.5 -0.05
C -1.174960 -4.047007 7.900124 0.0 -0.4 1.2 1.40
C -1.429533 -4.662705 9.379212 -1.0 1.2 -2.4 -1.17
O -1.670320 -6.059186 9.491553 1.2 0.8 0.0 -0.32
C -2.899820 -6.531270 9.023247 -0.1 -0.3 0.3 -0.66
H -1.821190 -5.758719 4.256192 -0.4 0.4 0.5 0.47
H -0.605402 -4.963017 3.315431 0.4 -0.7 -0.5 -0.12
H -0.836365 -4.232607 4.720508 -0.6 -0.2 1.2 -0.39
H 0.276082 -7.425912 6.406521 0.2 -0.2 -0.2 0.40
H -1.223475 -6.684065 6.448114 -0.3 0.8 -0.2 0.21
H 1.629166 -5.648319 7.015051 0.1 0.4 -0.4 0.49
H 0.605199 -6.119277 8.251009 -0.6 -0.2 0.3 0.55
H 0.808683 -3.787189 8.110245 0.1 0.4 0.0 0.31
H -1.836620 -4.416213 7.116538 -0.3 -0.3 0.3 0.06
H -1.367289 -2.974356 7.923049 -0.2 -0.1 0.4 -1.27
H -2.307074 -4.091233 9.681589 -0.3 -0.1 0.5 0.53
H -0.594389 -4.307544 9.982951 0.1 -0.7 0.2 0.39
H -3.722657 -5.944808 9.432028 -0.2 0.0 0.1 0.33
H -2.919564 -7.564116 9.371033 -0.4 0.0 0.1 0.24
H -3.028827 -6.576440 7.941851 0.3 0.3 -0.3 0.20
C 2.052527 6.490534 -2.698891 0.3 -1.9 0.6 -1.01
O 1.449940 5.504369 -1.814847 1.0 0.1 0.2 -0.29
C 2.297634 5.073946 -0.692819 -1.2 0.8 -0.1 -1.10
C 1.858643 3.662509 -0.256405 0.7 0.9 -0.7 0.31
N 2.990092 2.936680 0.303393 -0.2 -0.3 -0.7 0.23
C 2.548800 1.705706 0.936236 1.2 -1.7 1.1 0.18
C 3.655009 0.607819 0.832750 -0.1 1.5 -0.7 1.60
O 4.806803 1.005825 1.570160 0.6 0.2 -0.2 -0.65
C 5.503576 -0.117289 2.116629 -2.0 -0.1 0.7 -0.16
H 2.886830 5.916744 -3.102380 0.5 0.7 -0.3 0.29
H 2.380881 7.382965 -2.166110 -0.1 0.1 -0.1 0.33
H 1.389002 6.696673 -3.538734 -0.3 0.1 0.4 0.22
H 2.151366 5.806117 0.101313 -0.1 0.0 0.3 0.37
H 3.363784 5.129430 -0.912692 0.1 -0.4 -0.6 0.69
H 1.532574 3.211519 -1.193627 -0.1 -0.5 0.1 -0.25
H 1.033043 3.657028 0.455251 -0.4 0.4 0.0 -0.18
H 3.383307 3.453974 1.076623 0.2 0.5 -0.2 0.40
H 1.637924 1.230610 0.571970 0.0 0.5 -0.6 -0.77
H 2.391586 1.942964 1.988423 -0.2 -0.4 0.4 0.50
H 4.002069 0.627371 -0.200342 -0.4 -0.4 -0.5 -0.87
H 3.291148 -0.401968 1.022527 0.0 0.0 0.6 -0.41
H 6.490704 0.108629 2.519927 -0.3 0.2 -0.4 0.23
H 5.470442 -0.984784 1.457508 0.5 0.1 -0.4 0.08
H 4.787309 -0.379643 2.895238 0.7 -0.7 0.7 0.10
C -2.355418 -1.645525 -8.501077 -0.7 0.0 -1.2 -0.48
O -1.442454 -1.164336 -9.496492 0.5 0.9 -0.2 -0.39
C -1.860015 -0.017757 -10.348765 0.1 -1.6 0.9 -0.85
C -1.981779 1.269572 -9.548364 0.0 -1.3 0.1 -0.49
N -0.625838 1.587373 -9.083351 -0.5 0.8 -0.9 -0.14
C -0.533607 2.814435 -8.293923 0.8 -1.1 1.2 -0.75
C 0.837910 2.803681 -7.431928 -0.7 0.9 -0.5 -0.74
O 1.339648 1.573449 -6.999761 -0.8 -1.9 -1.1 0.01
C 0.601429 0.939054 -5.934311 1.3 1.1 1.7 -0.51
H -2.405090 -1.109002 -7.553563 0.4 0.3 -0.1 0.12
H -2.160761 -2.700518 -8.308190 0.5 0.2 0.1 0.07
H -3.340107 -1.637884 -8.968430 -0.4 0.1 0.2 0.41
H -2.716204 -0.396712 -10.906817 -0.6 0.5 0.3 0.44
H -1.091018 0.118528 -11.109143 0.3 -0.2 0.3 0.30
H -2.636788 1.092375 -8.695332 -0.3 -0.1 0.3 0.30
H -2.554896 1.953439 -10.174426 0.8 0.8 -0.1 0.49
H -0.304785 0.772646 -8.580125 0.2 0.1 0.3 0.03
H -1.401761 2.888770 -7.639024 -0.1 0.1 0.4 0.31
H -0.594710 3.663184 -8.975102 0.4 0.2 0.1 0.40
H 0.870133 3.395828 -6.517363 -1.0 0.8 -0.1 0.49
H 1.578823 3.264593 -8.085155 0.3 -0.4 -0.1 0.35
H 1.011745 1.437745 -5.056215 -0.1 0.1 0.5 0.24
H 0.869937 -0.102950 -5.760462 0.0 -0.1 -1.0 -0.23
H -0.467047 1.096501 -5.787059 -0.2 0.1 -1.1 0.44
C -9.201236 8.935710 0.765894 0.0 -0.2 -0.4 -0.80
O -8.337557 7.916124 1.195706 -0.1 -0.5 0.9 -0.27
C -6.958176 8.209601 1.053517 0.8 -0.7 0.2 -0.66
C -6.087589 7.177684 1.852291 -1.3 0.0 -0.7 0.11
N -6.451347 5.816077 1.406945 0.3 -1.0 1.1 -0.24
C -6.119611 4.851123 2.473234 0.6 -0.1 0.6 -0.70
C -7.121163 4.687324 3.608523 -0.9 0.7 0.0 -0.16
O -6.875860 5.646913 4.634341 -1.4 1.2 -0.1 -0.27
C -8.050102 6.125587 5.361611 1.1 -1.0 0.2 -0.85
H -10.218458 8.544447 0.749429 0.1 -0.2 0.0 0.23
H -8.934202 9.220724 -0.251730 -0.1 0.3 -0.2 0.32
H -9.212871 9.818884 1.404615 0.3 0.1 0.2 0.30
H -6.772415 9.230525 1.387160 0.2 0.1 0.0 0.44
H -6.729597 8.097724 -0.006349 0.3 0.3 -0.2 0.33
H -6.176632 7.339877 2.926476 -0.6 -0.1 0.1 0.22
H -5.006474 7.184828 1.713568 0.0 0.9 -0.6 -0.15
H -7.420180 5.652986 1.172701 -0.3 0.8 0.0 0.39
H -5.223005 5.214770 2.975183 0.4 -0.3 -0.3 0.23
H -5.927493 3.848443 2.091383 0.2 0.0 -0.4 0.31
H -7.198635 3.715262 4.095545 0.6 -0.2 -0.3 0.13
H -8.084359 4.799675 3.110780 -0.6 0.5 0.3 0.33
H -8.538663 5.249634 5.788356 -0.2 0.0 0.2 0.32
H -8.821861 6.709272 4.859814 0.4 -0.1 -0.9 0.29
H -7.672650 6.757625 6.165460 0.1 -0.2 0.0 0.25
C -1.327342 1.562447 1.611019 -0.6 0.1 1.8 -0.59
O -1.873811 0.621863 2.621643 1.5 0.2 -1.6 -0.41
C -0.843093 -0.310762 3.096625 -0.7 0.1 -0.9 1.05
C -1.017005 -1.666358 2.331134 -1.9 2.0 0.6 0.45
N -0.651312 -1.717657 0.925159 1.0 -0.9 0.7 0.67
C 0.776357 -1.867484 0.848404 0.7 0.5 -1.3 0.31
C 1.234282 -1.684631 -0.621746 -0.2 0.0 0.0 -0.59
O 1.010785 -0.355986 -1.184566 0.3 -0.4 1.5 0.48
C 1.761387 -0.185029 -2.361822 0.3 0.0 0.1 1.20
H -0.563255 1.207392 0.919504 -0.2 -0.6 0.1 -0.27
H -0.897186 2.366917 2.207597 0.4 0.2 -0.2 0.59
H -2.154976 2.019699 1.068749 -0.2 -0.3 -0.1 0.37
H -0.968696 -0.402383 4.175479 -0.2 -0.3 -0.1 -0.58
H 0.151200 0.115528 2.963372 0.1 0.2 -0.2 0.03
H -2.099506 -1.794032 2.330089 -0.3 -0.2 0.5 -0.41
H -0.607839 -2.441048 2.979626 0.5 -0.4 -0.7 -0.18
H -0.908469 -0.978986 0.286154 -0.6 0.5 0.7 0.11
H 1.076105 -2.818504 1.288654 0.0 -0.4 -0.7 0.01
H 1.292956 -1.182303 1.520525 0.2 0.6 -0.1 -0.57
H 0.637324 -2.293853 -1.300415 0.1 -0.7 0.3 -0.79
H 2.281350 -1.970760 -0.721072 0.2 0.1 -0.1 0.58
H 1.650346 -1.038332 -3.030885 -0.7 0.1 -0.5 -0.45
H 2.841049 -0.198658 -2.212691 0.2 0.3 0.6 -0.42
H 1.476558 0.791200 -2.754185 -0.1 -0.3 -0.4 0.08
C -1.280494 -7.092184 -2.850521 1.2 1.0 1.0 -0.95
O -1.168496 -6.132784 -1.758420 -1.2 0.5 -1.4 -0.39
C -2.300411 -5.240412 -1.655948 1.7 -0.4 1.0 -0.59
C -1.840786 -4.280292 -0.538427 -1.7 -0.1 -0.1 0.74
N -2.958729 -3.462502 -0.058172 -1.0 0.4 -2.0 0.45
C -3.905281 -4.279246 0.709809 0.0 2.1 0.5 -0.59
C -5.112734 -3.544981 1.409427 2.3 -1.7 0.1 0.11
O -5.515653 -4.640636 2.239532 -0.8 0.8 0.3 -0.36
C -6.495672 -4.216560 3.168167 -0.1 0.3 -0.1 -0.61
H -0.339708 -6.940323 -3.379647 0.3 -0.9 0.1 0.16
H -1.997675 -6.883415 -3.644348 -0.7 0.1 0.6 0.38
H -1.397999 -8.030840 -2.309023 0.0 -0.4 -0.9 0.37
H -3.169023 -5.869393 -1.461035 -0.3 0.3 0.3 0.68
H -2.470969 -4.658140 -2.561468 0.1 -0.1 -0.3 0.17
H -1.036966 -3.658373 -0.932364 -0.1 0.0 0.2 -1.01
H -1.510417 -4.817258 0.350749 0.7 -0.6 -0.2 0.11
H -2.533698 -2.680700 0.419559 -0.3 -0.1 0.5 0.07
H -3.257440 -4.673513 1.492726 -0.7 -1.0 0.4 0.21
H -4.458306 -5.003617 0.111858 0.8 -0.4 -0.1 0.17
H -5.881558 -3.229130 0.704266 -0.1 0.0 0.0 0.49
H -4.754459 -2.727882 2.035595 -0.1 0.3 0.0 -0.14
H -7.120304 -3.464957 2.685432 -0.6 -0.2 -0.1 0.35
H -6.098922 -3.678708 4.029221 0.5 -0.1 0.2 0.11
H -7.053099 -5.082119 3.526177 -0.1 0.1 -0.2 0.26
C -2.427589 8.716587 -4.897095 0.1 0.8 0.3 -0.74
O -2.182531 8.717768 -3.479555 -0.7 -0.4 -0.5 -0.43
C -1.911123 7.412952 -2.968647 0.7 0.3 0.1 0.08
C -1.462326 7.431048 -1.498215 0.3 -0.2 -0.1 -1.16
N -1.067337 6.136074 -0.976520 -1.0 0.5 0.9 0.77
C -2.137221 5.172561 -0.692251 0.5 0.9 0.3 -0.13
C -3.078808 5.607886 0.494334 0.6 0.0 -1.3 0.06
O -2.521014 5.614615 1.780012 -1.7 -1.5 -0.9 -0.71
C -1.277486 6.186128 2.022871 -0.6 -0.9 0.4 -1.03
H -2.774568 7.786048 -5.346324 0.2 -0.4 0.4 0.27
H -1.538534 9.075374 -5.415710 0.3 -0.3 -0.1 0.28
H -3.198149 9.442343 -5.157107 -0.1 0.2 0.4 0.29
H -1.070804 7.025367 -3.544615 -0.1 -0.6 -0.2 0.12
H -2.784672 6.764823 -3.038880 -0.1 -0.1 -0.4 0.25
H -2.255314 7.854793 -0.882017 0.1 0.3 0.0 0.25
H -0.552822 8.023427 -1.398172 -0.2 0.6 -0.1 0.42
H -0.180066 5.831559 -1.350852 -0.3 -0.5 0.0 0.02
H -1.696765 4.210148 -0.431781 0.1 -0.1 -0.1 -0.39
H -2.674631 5.083111 -1.636330 -0.9 -0.6 0.2 0.20
H -3.939534 4.942181 0.558227 0.0 0.0 -0.1 0.17
H -3.454904 6.604879 0.264845 -0.2 0.2 -0.1 0.03
H -0.521037 5.672721 1.429319 0.3 0.9 -0.2 0.15
H -1.196885 5.790722 3.035418 1.1 1.2 0.5 0.57
H -1.497746 7.246281 1.897720 1.4 0.4 0.2 0.23
C 6.614191 -6.728631 1.816350 0.2 0.0 -0.7 -0.54
O 6.286998 -6.347742 0.473303 -0.1 1.7 0.7 -0.40
C 6.214371 -4.886850 0.324735 0.4 -0.2 -1.0 0.14
C 7.572036 -4.174560 0.631699 -0.9 -0.7 -0.2 -0.74
N 7.664210 -2.860046 -0.047562 1.6 0.1 0.7 -0.14
C 9.013286 -2.117392 0.127181 -1.0 -0.1 0.1 -0.80
C 8.954010 -0.609386 -0.215643 -0.2 -0.5 -1.0 -0.66
O 8.261887 0.237870 0.695157 0.9 -0.8 1.3 0.02
C 9.030943 0.375261 1.907986 0.6 0.6 -0.7 -1.15
H 6.617904 -7.817709 1.861132 -0.3 0.0 -0.1 0.27
H 5.929127 -6.314395 2.556080 -0.3 0.0 0.0 0.10
H 7.624532 -6.422941 2.088136 0.2 0.2 0.0 0.31
H 5.358641 -4.414803 0.807429 0.0 -0.3 1.2 -0.32
H 5.901858 -4.651775 -0.692705 0.6 -0.6 -0.5 0.38
H 8.338758 -4.883399 0.319017 0.2 0.3 -0.2 0.47
H 7.584155 -4.123848 1.720454 0.6 0.4 0.3 0.35
H 6.935979 -2.355548 0.437467 0.1 0.9 -0.2 0.03
H 9.812752 -2.586315 -0.446459 -0.5 -0.1 -0.9 0.52
H 9.497885 -2.222352 1.097875 -0.7 0.0 0.8 0.40
H 8.528590 -0.425519 -1.202212 -0.7 -0.3 0.0 0.18
H 9.947833 -0.205199 -0.408115 0.5 -0.2 0.6 0.51
H 9.117854 -0.524351 2.517283 -0.5 -0.1 0.0 0.37
H 8.727790 1.244336 2.491868 -0.7 -0.3 -0.1 0.32
H 10.049987 0.636537 1.622710 0.3 -0.1 -0.1 0.35
O 2.476381 -5.336741 -2.951622 -0.3 -1.0 1.1 -0.86
H 1.711303 -5.176136 -3.503967 0.1 0.2 -0.8 0.11
H 3.096867 -4.649895 -3.195481 0.2 0.5 -0.3 0.91
O 1.361059 -5.247162 -0.474089 -0.1 0.3 1.3 -0.69
H 0.479689 -5.617253 -0.523485 -0.3 -0.2 -0.1 0.18
H 1.582993 -5.033993 -1.380472 0.7 -0.2 -0.9 0.35
O -5.491450 -2.443953 -1.918708 -0.6 0.3 -0.1 -0.70
H -4.674112 -2.585416 -1.441023 0.8 -0.2 0.4 0.34
H -5.336499 -2.832342 -2.779749 0.0 -0.1 -0.2 0.30
O 2.301041 5.972189 2.849893 -0.2 -0.2 -0.1 -0.56
H 3.110722 5.471207 2.948135 0.4 -0.2 0.0 0.27
H 2.519032 6.846413 3.173067 0.0 0.3 0.1 0.24
O -4.913192 1.652040 -2.476589 0.0 0.0 -0.1 -0.62
H -5.208663 2.498405 -2.141023 -0.1 0.3 0.3 0.28
H -5.685324 1.280091 -2.902868 -0.2 -0.4 -0.1 0.27
```
Positions in Å, forces in eV/Å.